The following is a quantum chemistry calculation of 12 unconnected molecules or ions with the total composition C48H65BBrClNO37S in a non-equilibrium geometry, from OMol25.

largest force on an atom: 0.1175 Eh/bohr
net charge: -1
2S+1: 1

Last column: Mulliken charge in e.
Cartesian coordinates (Å):
C 0.326 -3.785 -3.208  -0.78
C -0.395 -2.639 -2.366  -0.32
C 0.093 -2.532 -0.824  -0.54
Br -0.616 -4.134 0.095  -0.16
C 1.603 -2.141 -0.603  0.90
C 2.135 -0.971 -1.608  -1.32
C 1.635 0.490 -1.206  0.79
C 2.094 1.465 -2.430  -1.32
O 0.208 0.652 -1.095  -0.36
O 1.558 -1.397 0.662  -0.83
B 2.820 -1.609 1.407  1.62
C 2.405 -2.290 2.842  0.97
C 0.948 -2.276 3.439  -0.50
C 0.777 -2.964 4.797  -0.27
N 1.705 -3.620 5.631  -0.62
C 3.030 -3.686 5.134  -0.51
C 3.387 -3.062 3.785  -0.01
O 3.670 -2.335 0.461  -1.01
C 2.834 -3.140 -0.438  0.75
S 3.818 -3.673 -1.963  -0.02
C 2.772 -4.511 0.396  -1.09
C 2.640 -5.837 -0.483  0.33
O 1.644 -6.201 -1.119  -0.47
Cl 4.110 -6.974 -0.534  -0.25
H 1.407 -3.511 -3.425  0.12
H -0.203 -3.817 -4.236  0.43
H 0.171 -4.812 -2.748  0.13
H -0.308 -1.588 -2.799  0.20
H -1.524 -2.879 -2.348  0.21
H -0.532 -1.659 -0.404  0.40
H 3.287 -0.914 -1.620  0.35
H 1.836 -1.144 -2.697  0.44
H 2.232 0.851 -0.304  -0.07
H 1.555 1.040 -3.361  0.49
H 1.695 2.531 -2.311  0.23
H 3.207 1.401 -2.649  0.18
H -0.207 0.830 -1.963  0.25
H 3.375 -0.599 1.754  -0.55
H 0.102 -1.753 2.881  0.20
H -0.292 -2.908 5.224  0.25
H 3.820 -4.217 5.764  0.29
H 4.475 -3.168 3.428  -0.07
H 5.156 -3.396 -1.732  -0.06
H 3.780 -4.595 0.948  0.41
H 1.991 -4.500 1.246  0.31
C -0.683 3.306 0.382  0.49
C -0.455 3.734 1.799  -0.39
O 0.615 4.666 1.681  -0.35
C 0.589 5.148 0.409  0.66
O 1.249 6.074 0.023  -0.60
O -0.278 4.448 -0.368  -0.32
H -1.728 3.062 0.184  0.25
H -0.060 2.456 0.095  -0.31
H -1.323 4.243 2.229  0.25
H -0.177 2.901 2.446  0.33
C -5.491 -4.833 -0.075  -0.13
C -5.259 -4.402 1.341  -0.35
O -4.181 -3.484 1.225  -0.28
C -4.196 -3.005 -0.048  0.58
O -3.528 -2.089 -0.434  -0.51
O -5.072 -3.700 -0.826  -0.34
H -6.538 -5.066 -0.274  0.20
H -4.876 -5.692 -0.357  0.26
H -6.123 -3.881 1.767  0.28
H -4.992 -5.236 1.992  0.29
C 7.260 0.275 2.507  -0.13
C 6.367 0.141 3.704  -0.44
O 5.594 -1.009 3.400  -0.26
C 6.309 -1.752 2.514  0.58
O 6.023 -2.864 2.177  -0.55
O 7.396 -1.067 2.059  -0.29
H 8.233 0.701 2.758  0.31
H 6.807 0.870 1.710  0.08
H 6.927 -0.042 4.626  0.26
H 5.726 1.013 3.846  0.32
C -7.305 1.055 -0.597  0.31
C -6.468 -0.027 0.010  -0.44
O -7.192 -0.371 1.186  -0.33
C -8.487 -0.011 0.978  0.67
O -9.396 -0.310 1.700  -0.59
O -8.618 0.730 -0.155  -0.34
H -7.252 1.062 -1.687  0.33
H -7.041 2.047 -0.222  -0.15
H -6.394 -0.911 -0.632  0.14
H -5.462 0.314 0.258  0.38
C -7.502 5.474 -2.216  -0.18
C -6.881 6.455 -1.271  0.16
O -5.896 5.677 -0.600  -0.34
C -5.583 4.636 -1.419  0.67
O -4.670 3.883 -1.234  -0.59
O -6.438 4.563 -2.474  -0.38
H -7.844 5.945 -3.139  0.36
H -8.334 4.927 -1.766  0.18
H -6.387 7.278 -1.788  -0.16
H -7.601 6.862 -0.564  0.31
C 4.710 3.601 -2.080  0.36
C 5.312 4.578 -1.117  -0.38
O 6.305 3.803 -0.456  -0.34
C 6.637 2.780 -1.290  0.67
O 7.560 2.038 -1.114  -0.56
O 5.786 2.710 -2.349  -0.31
H 4.363 4.079 -2.997  0.37
H 3.885 3.036 -1.641  -0.32
H 5.797 5.419 -1.621  0.27
H 4.582 4.965 -0.404  0.28
C 9.463 -3.676 -3.129  -0.30
C 8.931 -3.781 -1.735  -0.13
O 7.526 -3.840 -1.932  -0.19
C 7.316 -4.305 -3.194  0.51
O 6.247 -4.629 -3.620  -0.49
O 8.478 -4.352 -3.902  -0.36
H 10.438 -4.153 -3.239  0.27
H 9.533 -2.640 -3.474  0.26
H 9.257 -4.696 -1.231  0.23
H 9.202 -2.921 -1.121  0.17
C 12.803 -2.908 1.457  -0.34
C 12.245 -1.839 0.566  -0.17
O 12.399 -2.393 -0.734  -0.30
C 12.452 -3.746 -0.590  0.67
O 12.412 -4.526 -1.500  -0.53
O 12.556 -4.098 0.720  -0.32
H 12.307 -2.943 2.428  0.31
H 13.881 -2.805 1.611  0.26
H 11.182 -1.654 0.749  0.16
H 12.788 -0.897 0.655  0.29
C -4.842 10.340 -2.350  -0.30
C -4.758 10.721 -3.797  -0.35
O -5.490 9.688 -4.443  -0.32
C -6.345 9.166 -3.524  0.73
O -7.221 8.391 -3.780  -0.53
O -6.076 9.638 -2.276  -0.29
H -4.847 11.207 -1.689  0.28
H -4.034 9.667 -2.047  0.27
H -5.241 11.680 -4.007  0.26
H -3.730 10.756 -4.161  0.30
C -9.287 -7.737 2.342  -0.34
C -9.392 -7.533 0.861  -0.29
O -8.047 -7.285 0.476  -0.31
C -7.247 -7.847 1.425  0.67
O -6.062 -7.966 1.324  -0.51
O -7.972 -8.254 2.502  -0.32
H -10.029 -8.440 2.721  0.29
H -9.368 -6.800 2.901  0.27
H -9.750 -8.426 0.340  0.26
H -10.033 -6.690 0.600  0.30
C -7.708 5.602 3.575  -0.39
C -8.258 6.677 2.686  -0.37
O -8.133 6.111 1.388  -0.27
C -8.104 4.759 1.542  0.48
O -8.172 3.978 0.638  -0.43
O -7.987 4.412 2.850  -0.30
H -8.190 5.583 4.554  0.30
H -6.626 5.686 3.714  0.27
H -9.314 6.884 2.881  0.26
H -7.695 7.608 2.760  0.33

=====

The following is a quantum chemistry calculation of a single C5H8BN molecule in a non-equilibrium geometry, from OMol25.

energy relative to the best compared isomer or geometry (same formula, charge and spin): 34.6 kcal/mol
largest force on an atom: 0.0814 Eh/bohr
net charge: 0
SMILES: B1N[C@H]2C=C[C@@H]1C2
2S+1: 1

Last column: Mulliken charge in e.
Cartesian coordinates (Å):
B -0.957 1.183 0.643  0.14
N -1.535 0.133 -0.139  -0.27
C -0.543 -0.934 -0.441  -0.21
C 0.511 -0.288 -1.385  -0.48
C 1.071 0.695 -0.665  -0.48
C 0.632 0.608 0.835  -0.60
C 0.363 -0.963 0.868  -0.68
H -1.152 2.308 0.800  -0.07
H -2.474 -0.232 -0.201  0.24
H -1.124 -1.732 -0.811  0.48
H 0.919 -0.705 -2.301  0.34
H 1.576 1.590 -0.911  0.42
H 1.365 1.140 1.362  0.49
H 1.233 -1.482 0.492  0.32
H 0.116 -1.323 1.853  0.35

=====

The following is a quantum chemistry calculation of a single C19H22N2O3 molecule, from OMol25.

energy relative to the best compared isomer or geometry (same formula, charge and spin): 20.1 kcal/mol
largest force on an atom: 0.0130 Eh/bohr
net charge: 0
SMILES: COc1ccc(NC(=O)CN(C)C(=O)CCc2ccccc2)cc1
2S+1: 1

Last column: Mulliken charge in e.
Cartesian coordinates (Å):
C -0.981 -2.851 -5.380  -0.88
O -0.769 -1.514 -5.003  -0.47
C -0.166 -1.265 -3.803  0.84
C 0.249 -2.235 -2.900  -0.34
C 0.848 -1.871 -1.705  -0.92
C 1.038 -0.532 -1.392  0.23
N 1.643 -0.096 -0.211  0.12
C 2.095 -0.825 0.830  0.78
O 2.040 -2.032 0.949  -0.68
C 2.729 0.065 1.916  -1.39
N 1.716 0.685 2.757  0.19
C 1.410 -0.029 3.971  -1.01
C 1.103 1.792 2.292  0.89
O 1.420 2.272 1.209  -0.76
C 0.020 2.445 3.127  -1.20
C -1.298 1.650 3.086  -1.23
C -1.617 1.178 1.693  0.64
C -2.027 2.079 0.718  -0.11
C -2.325 1.644 -0.560  -0.97
C -2.223 0.301 -0.881  -0.24
C -1.806 -0.602 0.080  -0.69
C -1.500 -0.164 1.356  -0.10
C 0.625 0.442 -2.302  -0.37
C 0.033 0.081 -3.490  -0.79
H -1.458 -2.810 -6.358  0.23
H -1.643 -3.369 -4.678  0.34
H -0.037 -3.401 -5.461  0.35
H 0.114 -3.284 -3.109  0.40
H 1.166 -2.630 -1.011  0.51
H 1.661 0.917 -0.083  0.19
H 3.321 0.854 1.444  0.38
H 3.370 -0.557 2.541  0.52
H 0.749 0.544 4.612  0.39
H 2.335 -0.224 4.519  0.33
H 0.944 -0.990 3.738  0.31
H 0.348 2.593 4.157  0.41
H -0.143 3.426 2.677  0.46
H -1.245 0.785 3.750  0.42
H -2.099 2.299 3.448  0.44
H -2.119 3.127 0.965  0.37
H -2.643 2.355 -1.309  0.41
H -2.463 -0.039 -1.876  0.49
H -1.715 -1.650 -0.163  0.39
H -1.176 -0.878 2.100  0.28
H 0.766 1.486 -2.061  0.42
H -0.292 0.827 -4.199  0.41

=====

Number 1: E -222153.482 eV, Kohn-Sham gap 6.17 eV. Number 2: E -7479.470 eV, Kohn-Sham gap 9.27 eV. Number 3: E -29183.680 eV, Kohn-Sham gap 8.44 eV.